1.
2 unconnected molecules or ions with the total composition C24H25N2O at a distorted geometry. Source: the Open Molecules 2025 dataset; level of theory: ωB97M-V/def2-TZVPD.

Structure (XYZ):
```
52
Properties=species:S:1:pos:R:3:mulliken_charge:R:1
C -0.30 -4.29 -2.28 -0.748
O 0.13 -3.09 -2.90 -0.263
C -0.84 -2.14 -2.95 -0.065
C -0.59 -0.86 -3.46 0.731
C -1.61 0.09 -3.69 -0.323
C -1.30 1.33 -4.21 -0.696
C 0.02 1.66 -4.49 -0.295
C 1.04 0.74 -4.26 -0.688
C 0.74 -0.50 -3.76 -0.295
H 0.58 -4.89 -2.08 0.291
H -0.80 -4.06 -1.34 0.361
H -0.97 -4.84 -2.95 0.341
H -1.83 -2.38 -2.58 0.373
H -2.63 -0.18 -3.50 0.418
H -2.08 2.04 -4.41 0.451
H 0.26 2.64 -4.88 0.440
H 2.06 1.01 -4.47 0.431
H 1.52 -1.22 -3.58 0.481
C 1.72 3.99 2.92 -0.423
C 0.50 3.54 3.36 -0.736
C 0.24 2.18 3.43 -0.183
C 1.20 1.26 3.06 0.756
C 0.95 -0.21 3.19 -1.354
N 1.10 -0.93 1.91 0.443
C 2.10 -1.97 1.72 -0.659
C 1.52 -2.72 0.51 -0.728
N 0.31 -2.11 0.17 -0.072
C 0.07 -1.11 0.96 -0.751
C -1.11 -0.23 0.86 -0.081
C -2.26 -0.49 1.62 0.064
C -3.35 0.35 1.55 -0.790
C -3.32 1.46 0.72 -0.434
C -2.19 1.72 -0.04 -1.007
C -1.10 0.88 0.03 0.106
C 2.43 1.72 2.61 -0.287
C 2.69 3.08 2.53 -0.675
H 1.93 5.04 2.87 0.412
H -0.26 4.25 3.67 0.395
H -0.72 1.83 3.78 0.351
H 1.66 -0.64 3.90 0.510
H -0.05 -0.39 3.58 0.462
H 3.08 -1.51 1.53 0.207
H 2.17 -2.59 2.62 0.399
H 2.19 -2.68 -0.36 0.313
H 1.34 -3.78 0.72 0.426
H -2.27 -1.35 2.27 0.550
H -4.22 0.15 2.14 0.437
H -4.17 2.11 0.66 0.462
H -2.17 2.58 -0.68 0.511
H -0.21 1.09 -0.54 0.700
H 3.18 1.00 2.31 0.333
H 3.65 3.42 2.19 0.398
```

The highest occupied orbital energy is -0.388 hartree. As for the largest force on an atom: 4.5 eV/A. Its spin multiplicity is 1. The energy above the lowest of the compared OMol25 structures with the same formula, charge and spin comes out at 1.5140 eV. As for the total charge: +1. The gap between HOMO and LUMO comes out at 5.27 eV.

2.
A molecular structure, C23H30FN3O6S at a distorted geometry. Source: the Open Molecules 2025 dataset; level of theory: ωB97M-V/def2-TZVPD.

Structure (XYZ):
```
64
Properties=species:S:1:pos:R:3:mulliken_charge:R:1
C 5.31 -4.12 0.59 -1.220
H 6.23 -3.75 0.16 0.373
H 4.98 -5.13 0.23 0.293
C 4.23 -3.22 -0.13 -0.176
H 4.54 -2.16 -0.02 0.328
C 2.96 -3.66 0.41 -0.859
H 2.84 -4.70 0.27 0.670
C 1.72 -2.88 -0.39 -0.871
N 1.93 -1.47 -0.19 0.354
C 2.12 -0.59 -1.24 0.700
O 2.08 -1.27 -2.26 -0.742
C 2.13 0.72 -1.13 0.035
N 1.68 1.56 -2.40 -0.665
S -0.17 1.25 -2.13 1.114
O -0.47 -0.03 -1.74 -0.450
O -0.52 1.55 -3.37 -0.757
C -0.42 2.67 -1.03 -0.348
C 0.19 3.77 -1.04 0.582
C -0.38 4.80 -0.24 -0.758
C -1.21 4.50 0.85 0.308
C -1.89 3.27 0.70 0.177
C -1.52 2.20 0.07 0.505
H -2.12 1.31 -0.01 -0.759
H -2.64 3.12 1.70 0.123
F -1.74 5.38 1.41 -0.281
H 0.21 5.79 -0.23 0.262
H 1.02 4.01 -1.90 0.292
H 1.76 0.98 -3.06 0.332
H 3.32 1.15 -0.92 0.296
H 1.67 1.30 -0.14 -0.298
C 1.68 -0.91 1.21 -1.585
H 2.57 -0.15 1.29 0.370
H 1.89 -1.67 1.95 0.386
C 0.51 -0.17 1.41 2.403
C -0.24 -0.77 2.68 -0.340
H -1.57 -0.68 2.70 -0.061
C 0.17 0.11 3.65 -1.011
H 1.27 -0.19 4.38 0.234
C 0.31 1.43 3.12 -0.243
H -0.62 1.89 3.32 0.319
H 1.22 2.22 3.59 0.145
O 0.63 1.07 1.97 -0.468
H -0.32 0.11 4.70 0.409
H 0.02 -1.80 2.83 0.409
H -0.21 -0.45 0.51 -1.224
H 1.76 -2.84 -1.40 1.032
C 0.42 -3.10 0.24 0.012
O 0.26 -3.73 1.21 -0.572
N -0.76 -2.79 -0.60 0.093
H -0.44 -2.20 -1.18 0.309
C -2.10 -3.06 -0.26 -0.845
C -2.93 -1.83 -0.18 0.514
C -3.57 -0.90 -1.20 -0.708
C -4.06 0.11 -0.38 -1.155
C -3.96 -0.11 0.97 -0.995
O -3.28 -1.33 1.30 -0.495
H -4.32 0.23 1.67 1.433
H -4.62 0.74 -0.84 0.795
H -3.36 -1.15 -2.13 0.759
H -2.04 -3.40 1.00 0.323
H -2.43 -3.63 -1.12 0.413
H 2.79 -3.51 1.56 0.238
H 4.23 -3.32 -1.24 0.249
H 5.42 -4.21 1.69 0.295
```

The highest occupied orbital energy is -0.312 hartree. As for the largest force on an atom: 17.1 eV/A. Its spin multiplicity is 1. The energy above the lowest of the compared OMol25 structures with the same formula, charge and spin comes out at 21.5297 eV. The gap between HOMO and LUMO comes out at 8.61 eV.

3.
4 unconnected molecules or ions with the total composition C46H73BN7O8PS3 at a distorted geometry. Source: the Open Molecules 2025 dataset; level of theory: ωB97M-V/def2-TZVPD.

Structure (XYZ):
```
139
Properties=species:S:1:pos:R:3:mulliken_charge:R:1
N 1.06 1.16 1.62 -0.571
B 2.16 0.45 1.00 0.685
O 2.86 1.10 -0.01 -0.565
C 2.67 -1.01 1.36 0.559
C 3.63 -1.12 2.36 -0.980
C 4.08 -2.38 2.69 -0.622
C 3.63 -3.52 2.06 0.596
P 4.40 -5.10 2.68 0.050
N 3.35 -6.43 2.39 -0.638
O 4.33 -4.91 4.33 -0.443
C 2.68 -3.41 1.04 -0.693
C 2.23 -2.15 0.73 0.066
S 1.01 -1.94 -0.57 -0.250
C 0.21 -3.54 -0.55 0.752
C -1.10 -3.65 -1.01 0.830
C -1.85 -2.41 -1.48 -1.012
C -3.32 -2.63 -1.86 -1.280
C -4.23 -2.93 -0.64 -0.353
S -5.96 -2.86 -1.19 -0.228
C -6.88 -2.01 0.06 0.145
S -6.15 -0.93 1.04 -0.162
N -8.27 -2.38 0.05 0.356
C -8.65 -3.23 1.16 0.446
C -9.95 -3.71 1.13 -0.113
C -10.47 -4.50 2.13 -0.563
C -9.66 -4.83 3.21 -0.527
C -8.37 -4.38 3.22 -0.703
C -7.83 -3.59 2.22 -0.235
C -9.16 -1.23 0.01 -0.480
C -9.88 -1.03 -1.16 -0.078
C -10.77 0.01 -1.24 -0.619
C -10.99 0.89 -0.19 -0.334
C -10.26 0.71 0.97 -0.786
C -9.38 -0.35 1.04 0.006
C -1.68 -4.89 -1.02 -0.435
C -1.00 -6.04 -0.55 -1.558
C 0.27 -5.86 -0.10 -0.197
C 0.91 -4.63 -0.09 -0.547
N 2.27 -4.62 0.37 0.158
H 0.59 0.54 2.28 0.252
H 1.44 1.96 2.12 0.230
H 2.77 2.06 0.12 0.307
H 4.01 -0.22 2.85 0.328
H 4.84 -2.46 3.46 0.344
H 2.36 -6.19 2.43 0.336
H 3.53 -6.72 1.43 0.337
H 3.40 -4.77 4.56 0.325
H -1.34 -1.93 -2.32 0.516
H -1.79 -1.68 -0.66 0.536
H -3.44 -3.40 -2.63 0.408
H -3.68 -1.69 -2.31 0.524
H -3.98 -2.19 0.13 0.437
H -4.05 -3.92 -0.22 0.248
H -10.59 -3.46 0.29 0.385
H -11.51 -4.80 2.03 0.376
H -10.09 -5.43 4.01 0.373
H -7.75 -4.67 4.07 0.339
H -6.80 -3.26 2.26 0.315
H -9.78 -1.71 -2.01 0.443
H -11.37 0.16 -2.14 0.336
H -11.71 1.70 -0.26 0.391
H -10.35 1.37 1.82 0.375
H -8.83 -0.48 1.97 0.396
H -2.69 -5.04 -1.40 0.391
H -1.51 -6.99 -0.59 0.461
H 0.82 -6.74 0.25 0.380
H 2.89 -4.76 -0.43 0.253
C 7.17 5.41 0.95 -0.529
O 7.20 5.27 2.36 -0.387
C 6.92 6.48 3.06 -0.619
C 5.57 6.41 3.75 -0.482
N 4.48 6.42 2.78 -0.051
C 3.17 6.08 3.33 -0.932
C 2.99 4.69 3.95 -0.591
O 3.04 3.63 3.01 -0.295
C 4.34 3.18 2.67 -0.407
H 7.58 4.49 0.52 0.277
H 6.14 5.52 0.58 0.186
H 7.76 6.25 0.61 0.295
H 6.98 7.35 2.40 0.181
H 7.69 6.59 3.83 0.434
H 5.46 7.27 4.42 0.410
H 5.56 5.50 4.36 0.215
H 4.69 5.76 2.04 0.045
H 2.45 6.17 2.52 0.384
H 2.90 6.83 4.08 0.429
H 1.98 4.66 4.37 0.404
H 3.67 4.51 4.78 0.360
H 5.05 3.26 3.50 0.334
H 4.72 3.73 1.80 0.291
H 4.27 2.13 2.38 -0.037
C 0.31 -10.33 -3.75 -0.691
O 0.30 -9.95 -5.11 -0.338
C -0.57 -10.74 -5.92 -0.807
C -1.78 -9.93 -6.37 -0.170
N -2.68 -9.65 -5.26 -0.320
C -3.71 -8.66 -5.55 -0.751
C -3.26 -7.24 -5.92 -0.513
O -2.66 -6.52 -4.86 -0.372
C -1.27 -6.78 -4.67 -0.427
H 1.14 -9.81 -3.27 0.231
H -0.61 -10.04 -3.24 0.282
H 0.47 -11.41 -3.64 0.340
H -0.88 -11.66 -5.42 0.398
H 0.00 -11.02 -6.81 0.396
H -2.32 -10.50 -7.13 0.393
H -1.40 -9.01 -6.83 0.162
H -2.13 -9.32 -4.47 0.046
H -4.33 -8.58 -4.66 0.383
H -4.35 -9.04 -6.35 0.423
H -4.16 -6.68 -6.18 0.347
H -2.63 -7.22 -6.82 0.353
H -0.77 -7.00 -5.61 0.330
H -1.14 -7.60 -3.96 0.089
H -0.82 -5.90 -4.22 0.221
C 4.51 12.02 2.95 -0.701
O 3.78 11.98 1.73 -0.325
C 4.20 12.95 0.78 -0.825
C 4.91 12.29 -0.39 -0.164
N 6.22 11.78 0.00 -0.314
C 6.84 10.90 -0.99 -0.807
C 6.13 9.61 -1.36 -0.499
O 6.07 8.65 -0.32 -0.335
C 5.02 8.83 0.62 0.054
H 3.99 11.39 3.67 0.235
H 5.52 11.64 2.83 0.284
H 4.54 13.04 3.35 0.342
H 4.81 13.73 1.23 0.396
H 3.29 13.42 0.40 0.390
H 5.05 13.04 -1.18 0.405
H 4.26 11.50 -0.77 0.165
H 6.12 11.26 0.87 0.065
H 7.82 10.63 -0.59 0.379
H 7.03 11.48 -1.90 0.428
H 6.71 9.14 -2.16 0.371
H 5.13 9.78 -1.78 0.349
H 4.12 9.25 0.16 0.307
H 5.35 9.45 1.45 0.082
H 4.77 7.85 1.04 -0.223
```

The highest occupied orbital energy is -0.295 hartree. As for the largest force on an atom: 1.8 eV/A. Its spin multiplicity is 1. The energy above the lowest of the compared OMol25 structures with the same formula, charge and spin comes out at 0.0000 eV. The SMILES is NB(O)c1ccc(P(N)O)c2c1Sc1c(CCCSC(=S)N(c3ccccc3)c3ccccc3)cccc1N2.COCCNCCOC.COCCNCCOC.COCCNCCOC. The gap between HOMO and LUMO comes out at 7.76 eV.

4.
2 unconnected molecules or ions with the total composition C4H11NO2 at a distorted geometry. Source: the Open Molecules 2025 dataset; level of theory: ωB97M-V/def2-TZVPD.

Structure (XYZ):
```
18
Properties=species:S:1:pos:R:3:mulliken_charge:R:1
C -0.22 1.23 -0.22 -1.351
C 0.44 -0.03 -0.82 0.535
C -0.52 -1.21 -0.98 -1.312
N 1.57 -0.44 -0.02 -0.140
C 2.82 0.11 0.01 -0.066
O 3.15 1.14 -0.54 -0.546
H -0.37 1.10 0.85 0.233
H -1.16 1.43 -0.75 0.401
H 0.41 2.08 -0.43 0.384
H 0.81 0.29 -1.78 0.257
H -0.27 -1.81 -1.85 0.299
H -0.58 -1.76 -0.04 0.373
H -1.52 -0.81 -1.08 0.338
H 1.44 -1.17 0.66 0.247
H 3.52 -0.51 0.58 0.350
O -3.03 -0.24 2.18 -0.638
H -2.62 0.61 2.42 0.322
H -3.87 -0.03 1.78 0.316
```

The highest occupied orbital energy is -0.355 hartree. As for the largest force on an atom: 1.1 eV/A. Its spin multiplicity is 1. The energy above the lowest of the compared OMol25 structures with the same formula, charge and spin comes out at 0.6020 eV. The SMILES is CC(C)NC=O.O. The gap between HOMO and LUMO comes out at 10.34 eV.

5.
A molecular structure, C29H39N6O5STi at a distorted geometry. Source: the Open Molecules 2025 dataset; level of theory: ωB97M-V/def2-TZVPD.

Structure (XYZ):
```
81
Properties=species:S:1:pos:R:3:lowdin_spin:R:1
Ti 0.04 0.83 -0.58 0.029
O 2.79 1.25 -3.00 0.001
C 1.57 1.77 -2.58 0.003
O 1.43 1.77 -1.23 0.035
C 1.25 3.15 -3.19 0.001
O -0.11 3.12 -3.56 0.000
C -0.33 1.85 -4.14 0.000
C 0.41 0.80 -3.25 0.001
O 1.00 -0.17 -3.87 0.000
O -0.43 0.45 -2.20 0.003
H 2.49 0.41 -3.48 0.000
H 1.88 3.33 -4.07 0.000
H 1.39 3.95 -2.45 0.000
H 0.09 1.81 -5.16 0.000
H -1.41 1.66 -4.17 0.000
N -3.16 -1.66 -0.12 0.074
C -2.62 -1.84 1.11 -0.004
C -2.77 -2.85 2.05 0.027
C -2.14 -2.68 3.28 0.030
C -1.40 -1.55 3.55 0.017
C -1.22 -0.54 2.60 0.037
C -1.82 -0.70 1.35 -0.002
N -1.86 0.15 0.27 0.107
C -2.72 -0.43 -0.61 0.208
C -3.29 0.11 -1.78 0.092
C -4.05 -0.61 -2.71 0.277
S -4.65 0.46 -3.95 0.126
C -3.85 1.77 -3.11 -0.028
N -3.22 1.45 -2.05 0.005
H -3.78 -2.28 -0.62 0.006
H -3.37 -3.73 1.83 0.001
H -2.25 -3.45 4.03 0.001
H -0.93 -1.44 4.52 0.000
H -0.64 0.34 2.82 0.002
H -4.17 -1.67 -2.81 0.022
H -3.94 2.77 -3.48 -0.003
N -1.19 2.78 -0.74 0.001
C -1.15 4.17 -0.31 0.000
C -0.69 4.28 1.14 0.000
C 0.70 3.66 1.30 0.000
N 0.61 2.21 1.32 0.000
H -1.06 2.75 -1.75 0.000
H -2.11 2.37 -0.57 0.000
H -2.13 4.66 -0.42 0.000
H -0.44 4.72 -0.93 0.000
H -1.39 3.76 1.80 0.000
H -0.65 5.34 1.43 0.000
H 1.18 4.05 2.21 0.000
H 1.32 3.94 0.44 0.000
H 0.43 1.88 2.26 0.000
H 1.48 1.80 0.99 -0.001
C 2.31 0.10 4.04 0.004
C 2.60 -0.41 2.63 0.015
C 4.09 -0.78 2.52 0.010
C 1.77 -1.59 2.21 0.148
C 1.61 -2.67 3.05 -0.011
C 1.01 -3.84 2.60 0.191
C 0.74 -3.97 1.25 -0.012
C 0.89 -2.93 0.36 0.148
C 0.82 -3.21 -1.12 0.016
C 2.03 -2.59 -1.85 0.010
C -0.47 -2.73 -1.79 0.011
C 1.20 -1.61 0.87 0.039
N 1.00 -0.51 0.22 0.351
H 2.77 1.08 4.19 0.001
H 2.72 -0.57 4.79 0.000
H 1.24 0.18 4.21 0.000
H 2.42 0.39 1.91 0.001
H 4.32 -1.62 3.18 0.000
H 4.72 0.06 2.79 0.002
H 4.32 -1.07 1.50 0.000
H 1.98 -2.62 4.06 -0.004
H 0.84 -4.66 3.28 0.012
H 0.42 -4.93 0.87 -0.004
H 0.88 -4.31 -1.24 0.000
H 1.95 -1.50 -1.82 0.002
H 2.03 -2.90 -2.89 0.001
H 2.96 -2.91 -1.38 0.000
H -0.49 -1.64 -1.77 0.000
H -1.34 -3.13 -1.27 0.000
H -0.49 -3.06 -2.83 0.001
```

The highest occupied orbital energy (alpha / beta) is -0.071 / -0.152 hartree. As for the largest force on an atom: 3.4 eV/A. Its spin multiplicity is 3. The energy above the lowest of the compared OMol25 structures with the same formula, charge and spin comes out at 2.9964 eV. As for the total charge: -1. The gap between HOMO and LUMO (alpha / beta) comes out at 4.31 / 5.28 eV.

6.
A molecular structure, C12H24KN4OSTa at a distorted geometry. Source: the Open Molecules 2025 dataset; level of theory: ωB97M-V/def2-TZVPD.

Structure (XYZ):
```
44
Properties=species:S:1:pos:R:3:mulliken_charge:R:1
N -0.92 1.38 -1.68 -0.675
C -2.12 1.60 -1.83 0.894
O -2.95 2.10 -2.54 -0.444
K -0.51 3.09 -3.45 0.971
Ta 0.09 0.35 -0.30 0.110
N 0.56 1.49 1.16 0.757
N 1.62 -0.72 -1.01 0.247
C -0.15 2.81 1.50 1.096
C 1.59 -1.89 -1.94 1.545
C 0.05 3.73 0.30 -1.342
C 0.39 3.53 2.75 -1.924
C -1.62 2.49 1.74 -1.232
C 2.90 -2.14 -2.72 -1.882
C 1.30 -3.28 -1.25 -1.437
C 0.48 -1.56 -2.91 -1.764
H 1.11 3.85 0.10 0.409
H -0.37 4.74 0.55 0.509
H -0.47 3.38 -0.61 0.092
H 0.21 2.94 3.66 0.528
H -0.20 4.47 2.86 0.463
H 1.43 3.81 2.65 0.424
H -2.15 2.02 0.88 0.181
H -2.14 3.41 2.02 0.448
H -1.70 1.79 2.61 0.335
H 3.18 -1.25 -3.30 0.446
H 2.70 -2.91 -3.46 0.485
H 3.75 -2.52 -2.11 0.455
H 2.11 -3.60 -0.62 0.414
H 1.20 -4.05 -2.03 0.423
H 0.39 -3.28 -0.65 0.273
H -0.51 -1.56 -2.43 0.391
H 0.49 -2.36 -3.68 0.480
H 0.72 -0.61 -3.38 0.367
C 3.04 -0.62 -0.32 -1.030
H 3.15 0.45 0.04 0.261
H 3.18 -1.31 0.47 0.388
H 3.78 -0.74 -1.08 0.426
C 1.58 1.09 2.18 -0.954
H 1.20 1.30 3.21 0.286
H 1.76 0.00 2.14 0.343
H 2.52 1.65 2.05 0.371
S -3.03 -2.73 1.40 -0.165
C -2.08 -1.65 0.74 0.911
N -1.33 -0.83 0.24 -0.880
```

The highest occupied orbital energy is -0.566 hartree. As for the largest force on an atom: 5.1 eV/A. Its spin multiplicity is 1. The energy above the lowest of the compared OMol25 structures with the same formula, charge and spin comes out at 0.3860 eV. As for the total charge: +2. The gap between HOMO and LUMO comes out at 7.66 eV.

| no. | DFT total energy (Eh) |
| --- | --- |
| 1 | -1114.01282 |
| 2 | -2007.41796 |
| 3 | -4342.52822 |
| 4 | -364.24605 |
| 5 | -3080.96363 |
| 6 | -1820.56371 |